# 1
64
Properties=species:S:1:pos:R:3 method="wB97M-V/def2-TZVPD" orbital_gap_ev="8.242 / 7.259" homo_energy_ha="-0.22292 / -0.22027" s2=0.790 multiplicity=2 e_above_lowest_ev=1.442 charge=-1 lumo_energy_ha="0.0800 / 0.0465"
Re 0.180 0.845 0.001
N -2.653 1.998 1.692
C -2.533 0.630 1.568
N -3.387 -0.247 2.053
N -2.911 -1.440 1.638
N -1.838 -1.291 0.948
N -1.566 0.030 0.880
C -1.562 2.841 1.592
N -1.514 4.040 2.126
N -0.293 4.513 1.784
N 0.363 3.653 1.103
N -0.427 2.560 0.946
H -3.361 2.308 2.338
Cl 1.308 3.968 -1.924
C 2.100 2.458 -2.182
C 1.668 1.338 -1.489
C 2.255 0.138 -1.835
Cl 1.511 -1.233 -1.032
C 3.266 -0.014 -2.765
Cl 3.916 -1.568 -3.116
C 3.724 1.136 -3.403
Cl 5.004 1.022 -4.552
C 3.133 2.368 -3.120
Cl 3.682 3.778 -3.944
C -2.448 -4.208 -0.321
O -1.449 -4.646 0.599
P 0.085 -4.112 0.386
O 0.845 -5.454 -0.127
C 0.756 -6.679 0.598
O 0.549 -4.200 1.942
C 0.097 -3.164 2.823
H -3.126 -5.043 -0.493
H -2.012 -3.911 -1.280
H -2.995 -3.368 0.101
H 1.142 -7.463 -0.051
H -0.279 -6.900 0.863
H 1.354 -6.627 1.508
H 0.584 -3.337 3.781
H -0.986 -3.208 2.942
H 0.376 -2.179 2.445
O 0.882 0.201 1.720
O 1.864 0.865 1.007
C -3.470 0.334 -1.308
C -2.264 0.589 -2.221
C -1.950 -0.716 -2.976
C -0.930 1.000 -1.607
C -2.654 1.735 -3.155
C -2.676 3.030 -2.632
C -3.030 4.112 -3.420
C -3.377 3.919 -4.752
C -3.359 2.639 -5.281
C -2.998 1.555 -4.488
H -3.351 -0.563 -0.705
H -4.350 0.196 -1.942
H -3.666 1.187 -0.659
H -1.615 -1.468 -2.260
H -1.168 -0.576 -3.724
H -2.846 -1.098 -3.471
H -0.390 1.418 -2.459
H -2.396 3.188 -1.596
H -3.029 5.107 -2.995
H -3.652 4.762 -5.372
H -3.623 2.478 -6.319
H -2.983 0.565 -4.925

# 2
60
Properties=species:S:1:pos:R:3 method="wB97M-V/def2-TZVPD" orbital_gap_ev="8.258 / 8.596" homo_energy_ha="-0.23160 / -0.22264" s2=0.761 multiplicity=2 e_above_lowest_ev=0.000 charge=-1 lumo_energy_ha="0.0719 / 0.0933"
Cr 0.334 1.602 1.209
C 4.493 2.808 1.229
C 4.055 1.400 1.598
O 5.203 0.618 1.888
P 2.857 1.430 2.967
O 2.642 -0.074 3.336
O 3.459 2.074 4.282
O 1.738 2.283 2.433
P 3.154 0.522 0.189
O 3.991 0.911 -1.122
O 3.229 -0.919 0.472
O 1.786 1.238 -0.008
H 5.042 3.258 2.058
H 3.629 3.432 1.000
H 5.156 2.768 0.366
H 4.914 -0.307 1.894
H 1.776 -0.433 2.991
H 2.768 2.121 4.956
H 3.672 1.737 -1.499
O 0.250 -0.251 2.415
S -0.621 0.491 3.465
O -1.738 -0.293 3.909
O 0.216 1.014 4.524
O -1.083 1.638 2.498
N -0.288 4.318 -0.258
C -0.100 3.320 0.298
C 1.692 -3.760 -1.511
C 1.564 -2.684 -2.377
C 0.740 -1.618 -2.041
C 0.036 -1.625 -0.842
C 0.182 -2.698 0.030
C 1.002 -3.766 -0.307
Sb -1.118 0.063 -0.310
C -1.700 0.624 -2.275
C -2.164 -0.321 -3.195
C -2.500 0.059 -4.486
C -2.372 1.389 -4.871
C -1.910 2.332 -3.967
C -1.571 1.954 -2.670
C -2.926 -0.860 0.301
C -4.094 -0.648 -0.431
C -5.284 -1.254 -0.048
C -5.318 -2.071 1.073
C -4.164 -2.266 1.817
C -2.973 -1.659 1.439
H 2.340 -4.589 -1.768
H 2.117 -2.664 -3.308
H 0.659 -0.778 -2.721
H -0.321 -2.702 0.989
H 1.116 -4.593 0.382
H -2.258 -1.362 -2.905
H -2.857 -0.681 -5.191
H -2.631 1.686 -5.881
H -1.808 3.369 -4.264
H -1.210 2.704 -1.977
H -4.085 -0.008 -1.303
H -6.184 -1.080 -0.625
H -6.246 -2.542 1.374
H -4.186 -2.876 2.711
H -2.101 -1.782 2.067

# 3
50
Properties=species:S:1:pos:R:3 method="wB97M-V/def2-TZVPD" orbital_gap_ev=8.996 homo_energy_ha=-0.30367 smiles="COc1ccc(C(=O)[C@H]2CCCN(Cc3c(F)ccc(F)c3F)C2)c(OC)c1" e_above_lowest_ev=2.692 charge=0 lumo_energy_ha=0.0269
C -1.574 -0.971 -5.185
O -2.497 -0.179 -4.474
C -2.241 0.101 -3.170
C -1.134 -0.349 -2.459
C -0.991 0.022 -1.137
C -1.921 0.818 -0.481
C -1.763 1.164 0.951
O -2.691 1.210 1.727
C -0.340 1.439 1.417
C -0.318 2.665 2.337
C 1.062 2.846 2.965
C 1.491 1.556 3.674
N 1.466 0.393 2.808
C 2.568 0.352 1.859
C 2.599 -0.970 1.143
C 2.725 -2.171 1.838
F 2.885 -2.134 3.167
C 2.707 -3.403 1.209
C 2.558 -3.464 -0.165
C 2.447 -2.290 -0.884
F 2.301 -2.336 -2.220
C 2.473 -1.059 -0.238
F 2.378 0.067 -0.969
C 0.154 0.218 2.228
C -3.051 1.263 -1.204
O -3.915 2.062 -0.545
C -5.060 2.532 -1.213
C -3.189 0.905 -2.536
H -1.971 -1.049 -6.196
H -0.586 -0.502 -5.219
H -1.486 -1.972 -4.752
H -0.386 -0.976 -2.915
H -0.141 -0.350 -0.590
H 0.312 1.606 0.556
H -1.066 2.519 3.119
H -0.594 3.555 1.769
H 1.038 3.664 3.687
H 1.789 3.105 2.192
H 2.496 1.660 4.089
H 0.801 1.352 4.498
H 3.490 0.456 2.441
H 2.540 1.161 1.114
H 2.807 -4.300 1.798
H 2.532 -4.408 -0.685
H 0.158 -0.682 1.607
H -0.548 0.051 3.051
H -4.796 3.164 -2.068
H -5.602 3.125 -0.478
H -5.694 1.707 -1.552
H -4.029 1.230 -3.127

# 4
51
Properties=species:S:1:pos:R:3 method="wB97M-V/def2-TZVPD" orbital_gap_ev="4.799 / 5.069" homo_energy_ha="-0.46811 / -0.46997" charge=+2 lumo_energy_ha="-0.2918 / -0.2837"
Ir -0.153 -0.049 -0.149
I 4.598 0.821 5.925
C 3.107 0.499 4.543
C 1.909 -0.097 4.929
C 0.916 -0.314 3.991
I -0.861 -1.220 4.546
C 1.097 0.056 2.653
O 0.117 -0.169 1.784
C 2.302 0.654 2.278
C 2.506 1.145 0.873
N 1.918 0.247 -0.164
C 2.422 0.584 -1.516
C 1.416 0.305 -2.588
C 1.757 0.339 -3.929
C 0.765 0.228 -4.884
C -0.552 0.079 -4.469
C -0.820 0.023 -3.121
N 0.150 0.127 -2.185
C 3.297 0.868 3.219
H 1.752 -0.386 5.959
H 3.578 1.246 0.692
H 2.051 2.130 0.736
H 2.193 -0.715 0.063
H 3.363 0.072 -1.721
H 2.632 1.656 -1.536
H 2.792 0.473 -4.214
H 1.012 0.276 -5.936
H -1.361 0.003 -5.182
H -1.823 -0.104 -2.759
H 4.231 1.332 2.926
O -1.836 -1.405 -0.680
C -3.220 -0.956 -0.794
C -3.837 -0.631 0.542
C -2.954 0.345 1.318
C -2.580 1.545 0.504
C -3.429 2.634 0.365
C -3.006 3.768 -0.300
C -1.722 3.803 -0.830
C -0.936 2.684 -0.717
N -1.357 1.572 -0.078
H -1.827 -2.253 -0.211
H -3.802 -1.709 -1.326
H -3.169 -0.067 -1.420
H -3.969 -1.525 1.155
H -4.832 -0.225 0.343
H -2.041 -0.152 1.639
H -3.469 0.663 2.224
H -4.412 2.587 0.813
H -3.659 4.626 -0.391
H -1.334 4.685 -1.319
H 0.056 2.648 -1.143

# 5
47
Properties=species:S:1:pos:R:3 method="wB97M-V/def2-TZVPD" orbital_gap_ev=8.847 homo_energy_ha=-0.30330 smiles="Cc1ccc(N2C[C@H](C(=O)N3CCCc4ccccc43)CC2=O)cc1" e_above_lowest_ev=0.225 charge=0 lumo_energy_ha=0.0218
C -6.894 2.076 -1.208
C -5.403 1.944 -1.145
C -4.782 0.708 -1.260
C -3.406 0.588 -1.190
C -2.615 1.717 -1.007
N -1.212 1.612 -0.938
C -0.471 0.691 -1.775
C 0.931 0.632 -1.154
C 1.031 -0.594 -0.231
O 0.097 -1.358 -0.107
N 2.204 -0.750 0.442
C 3.460 -0.116 0.087
C 4.379 -1.176 -0.517
C 4.735 -2.187 0.567
C 3.557 -2.512 1.447
C 3.681 -3.528 2.387
C 2.646 -3.846 3.244
C 1.464 -3.127 3.181
C 1.322 -2.110 2.259
C 2.355 -1.806 1.378
C 1.023 1.935 -0.356
C -0.426 2.349 -0.117
O -0.785 3.192 0.672
C -3.229 2.961 -0.888
C -4.604 3.065 -0.953
H -7.357 1.137 -1.502
H -7.287 2.364 -0.234
H -7.180 2.846 -1.923
H -5.381 -0.181 -1.400
H -2.957 -0.390 -1.258
H -0.443 1.067 -2.805
H -0.924 -0.303 -1.769
H 1.686 0.556 -1.940
H 3.301 0.702 -0.610
H 3.914 0.290 0.998
H 5.280 -0.713 -0.921
H 3.852 -1.671 -1.336
H 5.122 -3.105 0.120
H 5.530 -1.777 1.199
H 4.612 -4.076 2.437
H 2.763 -4.645 3.961
H 0.652 -3.354 3.855
H 0.404 -1.547 2.216
H 1.516 2.729 -0.922
H 1.530 1.834 0.603
H -2.626 3.841 -0.732
H -5.067 4.036 -0.857

# 6
48
Properties=species:S:1:pos:R:3 method="wB97M-V/def2-TZVPD" orbital_gap_ev=8.125 homo_energy_ha=-0.32432 smiles="C[C@H](Cc1ccccc1)NC(=O)CCCN1C(=O)c2ccccc2C1=O" e_above_lowest_ev=0.000 charge=0 lumo_energy_ha=-0.0257
C 0.661 3.315 0.026
C -0.294 2.788 1.091
C 0.417 2.621 2.449
C -0.535 2.024 3.445
C -0.579 0.650 3.643
C -1.512 0.090 4.498
C -2.414 0.899 5.166
C -2.375 2.270 4.977
C -1.443 2.827 4.121
N -0.833 1.513 0.670
C -2.144 1.220 0.752
O -2.988 2.046 1.043
C -2.553 -0.222 0.457
C -1.531 -1.120 -0.230
C -1.173 -0.606 -1.630
N 0.082 -1.157 -2.094
C 1.304 -0.837 -1.535
O 1.460 -0.082 -0.602
C 2.313 -1.600 -2.304
C 3.686 -1.655 -2.188
C 4.376 -2.478 -3.073
C 3.706 -3.218 -4.036
C 2.320 -3.163 -4.152
C 1.637 -2.346 -3.275
C 0.187 -2.067 -3.143
O -0.742 -2.495 -3.776
H 0.130 3.483 -0.907
H 1.454 2.591 -0.150
H 1.106 4.254 0.346
H -1.150 3.461 1.212
H 0.764 3.598 2.788
H 1.283 1.969 2.313
H 0.124 0.013 3.124
H -1.537 -0.981 4.641
H -3.147 0.463 5.829
H -3.079 2.906 5.493
H -1.423 3.897 3.969
H -0.140 0.811 0.457
H -2.824 -0.655 1.424
H -3.470 -0.173 -0.135
H -0.627 -1.190 0.378
H -1.940 -2.130 -0.313
H -1.935 -0.895 -2.356
H -1.087 0.484 -1.618
H 4.201 -1.076 -1.438
H 5.451 -2.541 -3.009
H 4.269 -3.847 -4.708
H 1.792 -3.735 -4.898